Entry from OMol25: one molecule with the formula C3H6S3 at a distorted geometry (ωB97M-V/def2-TZVPD).

ΔE to the lowest compared entry with this formula, charge and spin (kJ/mol): 162.56
Energy (eV): -35712.174
Largest force on an atom (eV Å⁻¹): 3.37
2S+1: 1
SMILES: S[C@H]1[C@H](S)[C@H]1S
Frontier orbital gap (eV): 9.09

Cartesian coordinates (Å):
C: -0.62 -0.66 0.49
C: 0.67 -0.52 -0.26
C: 0.09 0.73 0.36
H: -1.64 -0.94 2.67
H: -1.55 -0.84 -0.04
H: 1.52 -0.96 0.26
H: 1.13 0.45 -2.55
H: 0.62 0.98 1.26
H: 0.31 2.15 -1.66
S: -0.48 -1.45 2.07
S: 0.63 -0.91 -1.99
S: -0.68 1.97 -0.61

Löwdin atomic charge list, values in e, 5 entries:
1. C -0.72
2. C -0.76
3. C -0.71
4. H -0.10
5. H 0.10